1.
87
Properties=species:S:1:pos:R:3:lowdin_charge:R:1 method="wB97M-V/def2-TZVPD" homo_lumo_gap_ev="6.33 / 6.04" energy_ev=-121464.536 e_lumo_ev="-1.9 / -2.1" e_above_lowest_kcal_mol=65.21 mol_weight_da=875.42
Pd -0.273 -0.654 0.335 0.574
O 0.592 1.862 0.347 -0.411
P -0.027 3.101 0.854 0.713
C -1.077 2.878 2.362 -0.304
P -2.419 1.739 1.783 0.731
O -2.078 1.061 0.519 -0.405
C -3.871 2.793 1.492 -0.259
C -4.422 3.639 2.445 -0.082
C -5.537 4.395 2.130 -0.080
C -6.105 4.311 0.867 -0.076
C -5.561 3.461 -0.084 -0.069
C -4.447 2.706 0.231 -0.075
C -2.709 0.481 3.066 -0.304
C -2.738 0.701 4.436 -0.090
C -2.849 -0.379 5.294 -0.074
C -2.962 -1.667 4.794 -0.064
C -2.946 -1.886 3.427 -0.110
C -2.806 -0.815 2.565 -0.148
C 1.228 4.349 1.276 -0.263
C 2.166 4.551 0.270 -0.078
C 3.177 5.476 0.432 -0.068
C 3.262 6.192 1.615 -0.077
C 2.346 5.976 2.631 -0.078
C 1.325 5.056 2.466 -0.075
C -1.163 3.874 -0.327 -0.284
C -1.445 3.181 -1.497 -0.069
C -2.338 3.715 -2.407 -0.064
C -2.944 4.933 -2.149 -0.081
C -2.646 5.634 -0.990 -0.079
C -1.751 5.107 -0.078 -0.078
H -1.483 3.832 2.694 0.062
H -0.484 2.415 3.154 0.026
H -3.984 3.702 3.430 0.102
H -5.968 5.054 2.870 0.104
H -6.970 4.912 0.625 0.104
H -6.006 3.389 -1.067 0.110
H -3.997 2.051 -0.500 0.101
H -2.649 1.702 4.831 0.103
H -2.839 -0.218 6.361 0.105
H -3.046 -2.505 5.471 0.109
H -3.014 -2.889 3.031 0.098
H -2.740 -0.979 1.487 0.063
H 2.085 3.963 -0.633 0.111
H 3.902 5.637 -0.351 0.107
H 4.047 6.918 1.749 0.104
H 2.433 6.524 3.558 0.105
H 0.619 4.893 3.267 0.099
H -0.987 2.215 -1.663 0.093
H -2.568 3.174 -3.313 0.112
H -3.650 5.345 -2.856 0.105
H -3.119 6.586 -0.797 0.105
H -1.500 5.656 0.821 0.110
S 1.426 -2.119 4.428 0.534
C 0.537 -1.615 3.096 -1.799
S 0.404 0.026 2.634 0.694
S -0.203 -2.690 1.980 0.719
C -6.224 -4.323 0.486 -0.050
C -5.004 -3.654 -0.074 -0.274
C -4.888 -2.267 -0.065 -0.036
C -3.774 -1.645 -0.612 -0.069
C -2.759 -2.423 -1.135 -0.271
C -2.839 -3.803 -1.115 -0.053
C -3.960 -4.417 -0.591 -0.028
S -1.262 -1.774 -1.862 0.432
O -1.210 -0.319 -1.647 -0.403
O -1.259 -2.157 -3.246 -0.282
O -0.204 -2.428 -1.063 -0.471
H -6.123 -4.434 1.567 0.083
H -6.353 -5.314 0.057 0.076
H -7.120 -3.737 0.289 0.078
H -5.688 -1.675 0.363 0.118
H -3.689 -0.565 -0.646 0.099
H -2.015 -4.366 -1.526 0.119
H -4.024 -5.495 -0.585 0.113
C 3.528 0.230 0.641 -0.190
Si 2.234 -0.834 -0.347 0.744
C 2.086 -0.199 -2.173 -0.173
C 2.785 -2.695 -0.274 -0.191
H 4.494 0.172 0.147 0.028
H 3.640 -0.137 1.657 0.019
H 3.222 1.270 0.691 0.003
H 3.037 -0.285 -2.692 0.030
H 1.770 0.841 -2.205 0.020
H 1.344 -0.790 -2.706 0.011
H 3.690 -2.849 -0.854 0.028
H 2.002 -3.320 -0.693 0.008
H 2.973 -3.031 0.742 0.022



2.
93
Properties=species:S:1:pos:R:3:lowdin_charge:R:1 method="wB97M-V/def2-TZVPD" homo_lumo_gap_ev=3.68 energy_ev=-133026.837 e_lumo_ev=3.6 total_charge=-2 e_above_lowest_kcal_mol=0.00 mol_weight_da=929.45
Cs -0.061 -0.320 0.086 0.875
C -1.205 -0.858 -3.498 -0.084
C -0.093 -1.871 -3.718 -0.251
N 0.999 -1.793 -2.734 -0.211
C 2.205 -1.192 -3.289 -0.267
C 1.989 0.232 -3.773 -0.082
C 1.250 -3.108 -2.144 -0.227
C 2.430 -3.216 -1.187 -0.281
N 2.329 -2.266 -0.102 -0.046
C 3.234 -2.284 0.855 -0.230
C 3.104 -1.353 1.944 -0.168
F 2.048 -0.495 1.913 -0.119
C 3.958 -1.282 3.007 -0.248
F 3.718 -0.368 3.975 0.057
C 5.064 -2.114 3.135 0.002
C 5.235 -3.021 2.105 -0.253
F 6.296 -3.868 2.158 0.043
C 4.388 -3.118 1.026 -0.146
F 4.696 -4.068 0.094 0.030
H -1.962 -0.955 -4.280 0.078
H -1.703 -1.020 -2.540 0.027
H -0.827 0.167 -3.533 0.038
H -0.509 -2.884 -3.693 0.102
H 0.316 -1.743 -4.730 0.113
H 2.962 -1.182 -2.505 0.100
H 2.600 -1.812 -4.119 0.117
H 1.594 0.862 -2.975 0.063
H 2.940 0.654 -4.106 0.072
H 1.284 0.306 -4.602 0.066
H 0.332 -3.395 -1.615 0.106
H 1.404 -3.867 -2.937 0.115
H 2.429 -4.259 -0.838 0.111
H 3.361 -3.107 -1.759 0.102
H 5.741 -2.054 3.972 0.107
C -4.399 -2.261 -1.637 -0.087
C -3.224 -2.589 -0.943 -0.203
N -3.004 -1.751 0.063 0.017
N -4.029 -0.878 0.046 -0.045
C -4.876 -1.157 -0.964 -0.104
B -4.182 0.328 1.010 -0.559
N -3.659 1.631 0.367 -0.043
C -4.425 2.570 -0.231 -0.109
C -3.597 3.531 -0.763 -0.063
C -2.307 3.081 -0.434 -0.185
N -2.351 1.943 0.245 0.022
N -3.517 0.030 2.374 -0.044
C -4.183 -0.175 3.528 -0.126
C -3.263 -0.390 4.531 -0.080
C -2.025 -0.304 3.871 -0.171
N -2.189 -0.059 2.576 0.006
H -4.823 -2.742 -2.502 0.081
H -2.525 -3.389 -1.136 0.094
H -5.750 -0.549 -1.129 0.111
H -5.365 0.486 1.224 0.113
H -5.500 2.481 -0.225 0.110
H -3.870 4.405 -1.328 0.089
H -1.354 3.523 -0.686 0.103
H -5.261 -0.154 3.544 0.109
H -3.455 -0.583 5.573 0.078
H -1.027 -0.414 4.268 0.106
F -2.304 2.212 -9.002 -0.052
C -1.890 2.343 -7.681 -0.338
C -0.632 2.841 -7.400 -0.091
C -0.215 2.974 -6.088 -0.096
C -1.043 2.618 -4.964 -0.390
C -0.635 2.737 -3.643 -0.103
C -2.332 2.092 -5.338 -0.094
C -2.736 1.965 -6.653 -0.083
H 0.025 3.123 -8.217 0.093
H 0.778 3.367 -5.891 0.085
H -1.305 2.427 -2.851 -0.003
H 0.349 3.111 -3.388 0.012
H -3.011 1.789 -4.548 0.092
H -3.718 1.566 -6.888 0.095
C -0.392 6.031 1.607 -0.045
N -1.190 4.964 2.161 -0.076
C -0.715 3.726 2.477 -0.802
Se 1.002 3.135 2.361 0.592
N -1.776 3.002 2.906 0.129
C -2.938 3.747 2.821 -0.178
C -4.258 3.447 3.096 -0.002
C -5.191 4.457 2.907 -0.096
C -4.813 5.723 2.459 -0.105
C -3.485 6.022 2.181 -0.021
C -2.561 5.009 2.363 -0.172
H 0.488 5.590 1.144 0.045
H -0.071 6.729 2.383 0.092
H -0.977 6.560 0.855 0.090
H -1.728 1.989 2.965 0.102
H -4.543 2.457 3.425 0.100
H -6.237 4.253 3.098 0.096
H -5.568 6.485 2.316 0.092
H -3.192 7.000 1.823 0.103